(1)
A cluster of 14 separate species, C52H144N12O14 in total in a non-equilibrium geometry. Source: the OMol25 dataset; level of theory: ωB97M-V/def2-TZVPD.

HOMO-LUMO gap = 0.3409 Eh
energy relative to the best compared isomer or geometry (same formula, charge and spin) = 18.5 kcal per mole
total charge = 0
lowest unoccupied orbital energy = 0.67 eV

Last column: Mulliken charge in e.
Cartesian coordinates (Å):
C: 10.20 16.76 11.68  -1.560
C: 11.00 18.00 12.10  0.450
C: 10.50 18.56 13.44  -0.739
O: 10.73 17.57 14.40  0.273
C: 10.38 17.82 15.71  0.276
N: 12.47 17.71 12.19  0.053
H: 10.63 16.38 10.76  0.446
H: 9.14 17.06 11.54  0.449
H: 10.09 16.00 12.41  0.186
H: 10.93 18.81 11.37  0.408
H: 9.46 18.79 13.34  0.402
H: 11.15 19.44 13.75  0.118
H: 10.63 16.92 16.27  -0.309
H: 9.24 17.97 15.81  0.209
H: 10.86 18.72 16.09  -0.322
H: 12.75 17.03 11.43  -0.087
H: 12.64 17.18 13.06  -0.122
C: 14.71 12.14 13.36  -1.536
C: 14.05 13.38 12.74  1.413
C: 14.62 13.70 11.36  -0.876
O: 14.04 14.88 10.83  -0.228
C: 14.82 15.62 9.87  -0.775
N: 12.59 13.20 12.86  -0.344
H: 15.74 12.22 13.69  0.304
H: 14.74 11.26 12.68  0.421
H: 14.13 11.97 14.32  0.310
H: 14.15 14.20 13.37  -0.534
H: 14.49 12.83 10.73  0.293
H: 15.74 13.94 11.39  0.240
H: 15.73 15.99 10.38  0.202
H: 14.22 16.46 9.47  0.288
H: 14.99 14.96 8.99  0.424
H: 12.31 12.27 12.66  0.252
H: 12.12 13.87 12.24  0.193
C: 9.57 11.93 16.10  -1.355
C: 8.78 13.23 15.95  0.199
C: 9.23 14.34 16.96  0.616
O: 8.70 14.04 18.22  -0.468
C: 9.12 14.83 19.34  -0.414
N: 8.83 13.72 14.59  -0.567
H: 10.63 12.05 15.81  0.200
H: 9.16 11.21 15.35  0.378
H: 9.40 11.45 17.06  0.390
H: 7.77 12.97 16.17  0.399
H: 8.99 15.34 16.60  0.243
H: 10.33 14.37 17.07  -0.494
H: 10.08 14.45 19.74  0.256
H: 8.37 14.80 20.11  0.300
H: 9.20 15.87 19.01  0.092
H: 8.17 13.28 13.94  0.310
H: 9.75 13.44 14.18  0.077
C: 12.28 16.07 23.92  -1.480
C: 11.14 16.54 23.01  0.624
C: 11.28 16.37 21.55  -0.906
O: 12.41 17.05 21.03  -0.063
C: 12.62 16.72 19.68  0.595
N: 9.91 15.92 23.40  -0.628
H: 12.06 15.04 24.26  0.432
H: 12.31 16.73 24.76  0.394
H: 13.29 16.06 23.49  0.215
H: 11.13 17.62 23.09  0.203
H: 10.40 16.76 21.01  0.283
H: 11.27 15.31 21.38  0.161
H: 12.83 15.64 19.56  0.142
H: 13.40 17.36 19.29  -0.791
H: 11.67 16.91 19.16  0.303
H: 9.75 15.77 24.38  0.235
H: 9.07 16.37 22.98  0.204
C: 16.31 18.75 13.05  0.554
C: 15.98 19.99 12.21  -0.011
C: 16.18 19.73 10.70  -1.001
O: 17.24 18.89 10.41  0.004
C: 17.37 18.55 9.07  -0.933
N: 14.62 20.45 12.41  -0.710
H: 15.92 17.89 12.60  0.233
H: 15.88 18.89 14.07  -0.055
H: 17.36 18.57 13.17  -0.201
H: 16.64 20.84 12.44  0.148
H: 16.19 20.66 10.15  0.398
H: 15.18 19.26 10.36  0.319
H: 16.36 18.21 8.80  0.388
H: 18.09 17.73 9.08  0.210
H: 17.68 19.39 8.47  0.241
H: 13.97 19.72 12.09  0.240
H: 14.50 20.66 13.39  0.248
C: 18.71 8.17 17.58  -1.373
C: 18.19 9.25 16.59  0.094
C: 17.81 10.51 17.35  -0.569
O: 17.49 11.54 16.49  -0.297
C: 17.47 12.79 17.10  1.328
N: 19.24 9.63 15.70  -0.451
H: 19.11 7.33 17.03  0.400
H: 18.08 7.84 18.42  0.346
H: 19.69 8.55 17.99  0.362
H: 17.27 9.04 16.07  0.231
H: 18.60 10.76 18.11  0.160
H: 16.95 10.28 17.98  0.414
H: 18.45 12.96 17.59  -0.462
H: 16.64 13.04 17.73  0.080
H: 17.36 13.50 16.30  -0.717
H: 18.80 10.00 14.86  0.195
H: 19.82 8.82 15.53  0.234
C: 13.78 14.42 16.79  -0.771
C: 13.97 15.96 16.52  0.988
C: 15.35 16.43 16.66  -0.153
O: 15.94 15.84 17.90  1.792
C: 17.27 16.39 17.98  -0.012
N: 13.54 16.25 15.13  0.764
H: 14.01 14.29 17.83  -0.191
H: 14.42 13.82 16.15  -0.148
H: 12.75 14.05 16.59  0.196
H: 13.29 16.54 17.18  -0.953
H: 15.40 17.54 16.77  0.196
H: 16.02 16.18 15.83  -0.315
H: 17.92 15.58 17.81  -0.011
H: 17.45 16.85 18.96  -0.377
H: 17.43 17.17 17.26  -0.456
H: 13.68 17.20 14.90  -0.114
H: 12.61 15.99 15.02  -0.027
C: 14.88 21.31 17.26  -1.650
C: 13.59 20.55 16.94  2.036
C: 12.76 20.53 18.19  -1.023
O: 11.61 19.75 17.88  -0.274
C: 10.70 19.64 19.01  -0.807
N: 12.87 20.99 15.74  -0.457
H: 14.76 22.29 17.69  0.406
H: 15.44 21.34 16.31  0.406
H: 15.43 20.78 18.03  0.250
H: 13.94 19.55 16.73  -0.844
H: 12.39 21.50 18.55  0.545
H: 13.38 20.23 19.05  0.182
H: 11.23 19.23 19.86  0.298
H: 9.94 18.92 18.65  0.137
H: 10.33 20.69 19.14  0.305
H: 12.00 20.47 15.71  0.054
H: 12.74 21.99 15.71  0.264
C: 15.14 13.55 20.43  -0.888
C: 16.16 13.62 21.63  -0.386
C: 17.56 13.90 20.99  0.139
O: 18.58 14.11 21.98  -0.404
C: 19.90 13.96 21.58  -0.433
N: 15.78 14.56 22.64  -0.424
H: 15.19 14.57 19.97  -0.288
H: 14.19 13.31 20.92  0.439
H: 15.42 12.85 19.73  0.489
H: 16.19 12.62 22.14  0.434
H: 17.46 14.76 20.37  -0.171
H: 17.78 13.06 20.35  0.284
H: 20.19 14.66 20.76  0.099
H: 20.09 12.93 21.23  0.264
H: 20.59 14.08 22.45  0.307
H: 16.40 14.42 23.42  0.407
H: 16.02 15.50 22.29  0.054
C: 19.83 20.37 12.43  -0.685
C: 20.72 20.81 13.65  0.262
C: 20.32 20.04 14.90  0.188
O: 19.03 20.40 15.36  -0.502
C: 18.66 19.64 16.48  1.949
N: 22.12 20.63 13.25  -0.806
H: 19.91 19.27 12.19  0.131
H: 20.03 20.94 11.51  0.429
H: 18.77 20.52 12.72  -0.322
H: 20.57 21.89 13.77  0.385
H: 21.07 20.20 15.69  0.005
H: 20.33 19.01 14.63  -0.144
H: 17.78 20.10 16.90  -0.099
H: 19.44 19.73 17.22  -0.976
H: 18.38 18.63 16.10  -0.390
H: 22.23 19.66 13.03  0.293
H: 22.72 20.78 14.08  0.285
C: 21.10 17.16 19.76  -1.348
C: 21.26 18.30 18.76  2.743
C: 20.91 19.74 19.35  -1.510
O: 21.15 20.73 18.38  -0.320
C: 20.64 21.95 18.81  -0.877
N: 22.63 18.25 18.32  -0.687
H: 21.36 16.27 19.15  0.137
H: 20.07 17.08 20.11  0.202
H: 21.66 17.32 20.65  0.432
H: 20.62 18.10 17.87  -1.523
H: 21.46 19.84 20.27  0.555
H: 19.80 19.70 19.51  0.372
H: 21.27 22.31 19.62  0.350
H: 19.59 21.89 19.15  0.310
H: 20.63 22.62 17.96  0.233
H: 22.82 18.99 17.63  0.296
H: 23.20 18.38 19.14  0.348
C: 22.46 12.74 19.43  -1.563
C: 21.56 12.33 18.23  2.072
C: 21.78 13.32 17.04  -1.326
O: 21.24 14.58 17.30  0.208
C: 21.48 15.49 16.22  -0.214
N: 21.77 10.93 17.92  -0.542
H: 22.13 12.33 20.36  0.355
H: 22.53 13.80 19.40  0.173
H: 23.46 12.35 19.29  0.549
H: 20.52 12.50 18.50  -0.984
H: 21.26 12.91 16.18  0.365
H: 22.84 13.46 16.85  0.423
H: 21.00 16.40 16.53  -0.524
H: 21.03 15.18 15.24  0.236
H: 22.55 15.66 16.09  0.437
H: 21.34 10.49 17.17  0.155
H: 22.73 10.63 17.97  0.218
C: 16.92 18.73 20.96  -1.233
C: 15.54 18.18 20.43  1.776
O: 14.55 18.95 21.04  -0.655
H: 17.84 18.44 20.42  -0.037
H: 16.98 18.43 22.03  0.347
H: 16.87 19.84 20.98  0.391
H: 15.59 17.09 20.60  -0.634
H: 15.40 18.22 19.32  -0.408
H: 13.88 18.35 21.22  0.459
C: 17.65 15.48 13.72  1.636
C: 18.81 15.87 12.91  -0.589
O: 18.52 16.50 11.68  -0.496
H: 17.10 14.73 13.16  -0.426
H: 17.05 16.32 13.97  -0.483
H: 18.01 14.97 14.62  -0.441
H: 19.40 15.02 12.66  0.490
H: 19.45 16.44 13.60  0.026
H: 18.11 17.38 11.74  0.053

=====

(2)
A structure of composition C28H52ErN2O2Si2 in a non-equilibrium geometry. Source: the OMol25 dataset; level of theory: ωB97M-V/def2-TZVPD.

HOMO-LUMO gap (alpha / beta) = 0.2359 / 0.2344 Eh
total charge = +1
lowest unoccupied orbital energy (alpha / beta) = -3.51 / -3.51 eV
multiplicity = 4

Last column: Mulliken spin population.
Cartesian coordinates (Å):
O: 1.72 1.22 -0.97  -0.012
O: 3.17 -0.79 -2.05  0.000
C: 1.37 2.02 -2.15  0.001
C: 0.81 3.36 -1.75  0.000
H: 0.66 1.42 -2.74  0.000
H: 2.27 2.12 -2.77  0.000
H: -0.07 3.28 -1.11  0.000
H: 0.51 3.88 -2.67  0.000
H: 1.55 3.98 -1.24  0.000
C: 2.88 1.74 -0.24  0.000
C: 4.06 2.08 -1.10  0.000
H: 3.12 0.96 0.50  0.000
H: 2.52 2.60 0.33  0.000
H: 4.50 1.19 -1.56  0.000
H: 4.83 2.53 -0.47  0.000
H: 3.81 2.81 -1.88  0.000
C: 3.55 -1.87 -0.98  0.000
C: 3.00 -1.22 -3.51  0.000
C: 4.99 -1.62 -0.63  0.000
H: 3.36 -2.82 -1.47  0.000
H: 2.87 -1.69 -0.14  0.000
H: 5.64 -1.79 -1.50  0.000
H: 5.29 -2.32 0.15  0.000
H: 5.15 -0.61 -0.25  0.000
C: 4.38 -1.38 -4.07  0.000
H: 2.43 -0.41 -3.95  0.000
H: 2.42 -2.15 -3.48  0.000
H: 4.92 -0.43 -4.05  0.000
H: 4.31 -1.69 -5.12  0.000
H: 4.96 -2.13 -3.53  0.000
H: 2.35 -0.30 -1.71  0.000
Er: -0.90 0.17 0.65  3.062
C: 0.03 -1.03 -1.23  -0.007
Si: -1.20 -2.15 -2.04  -0.001
H: 0.31 -0.31 -2.00  -0.001
H: 0.91 -1.59 -0.93  0.002
C: -1.36 -1.61 -3.84  0.000
C: -2.94 -2.04 -1.34  0.001
C: -0.72 -3.96 -1.93  0.000
C: -0.41 2.20 1.51  -0.019
Si: 0.42 1.50 3.01  0.002
H: -1.29 2.82 1.75  0.002
H: 0.26 2.82 0.91  0.001
C: 1.95 2.49 3.42  -0.001
C: 1.01 -0.26 2.58  -0.003
C: -0.71 1.40 4.50  -0.001
H: 0.36 -4.10 -1.80  0.000
H: -1.02 -4.49 -2.84  0.000
H: -1.23 -4.44 -1.08  0.000
H: -1.78 -0.60 -3.89  0.000
H: -2.02 -2.30 -4.39  0.000
H: -0.38 -1.60 -4.35  0.000
H: -3.30 -1.02 -1.20  0.000
H: -3.04 -2.58 -0.39  0.000
H: -3.60 -2.53 -2.08  0.000
H: 2.10 -0.17 2.72  0.000
H: 0.92 -0.74 1.57  0.001
H: 0.64 -0.97 3.34  0.001
H: -0.09 1.26 5.40  0.000
H: -1.43 0.57 4.44  0.000
H: -1.28 2.34 4.61  0.000
H: 2.26 2.29 4.45  0.000
H: 1.74 3.56 3.31  0.000
H: 2.77 2.23 2.74  0.000
C: -3.75 -2.89 5.08  0.000
C: -2.53 -3.03 4.40  0.001
C: -2.25 -2.27 3.27  0.004
C: -3.19 -1.29 2.85  -0.004
C: -4.43 -1.18 3.50  -0.001
C: -4.71 -1.97 4.62  0.000
N: -2.84 -0.36 1.85  -0.005
N: -3.75 0.62 1.70  -0.002
C: -3.72 1.35 0.51  -0.004
C: -4.79 2.28 0.29  0.000
C: -4.77 3.12 -0.81  0.000
C: -3.69 3.07 -1.70  0.000
C: -2.64 2.14 -1.51  -0.003
C: -2.68 1.27 -0.44  -0.013
H: -3.97 -3.50 5.96  0.000
H: -1.80 -3.76 4.77  0.000
H: -1.33 -2.40 2.70  0.000
H: -5.14 -0.45 3.12  0.000
H: -5.67 -1.86 5.12  0.000
H: -5.60 2.29 1.03  0.000
H: -5.59 3.82 -0.99  0.000
H: -3.64 3.75 -2.56  0.000
H: -1.80 2.12 -2.20  0.001

=====

(3)
A structure of composition C31H43FeNPS4Sb in a non-equilibrium geometry. Source: the OMol25 dataset; level of theory: ωB97M-V/def2-TZVPD.

HOMO-LUMO gap (alpha / beta) = 0.2088 / 0.2049 Eh
energy relative to the best compared isomer or geometry (same formula, charge and spin) = 7.0 kcal per mole
total charge = -2
lowest unoccupied orbital energy (alpha / beta) = 4.27 / 4.27 eV
multiplicity = 5

Last column: Mulliken spin population.
Cartesian coordinates (Å):
Fe: -1.03 0.93 -1.87  3.106
S: -1.71 3.42 -5.36  -0.053
Sb: -0.51 2.52 -3.63  -0.076
S: -2.47 2.37 -1.19  0.787
S: -0.24 0.11 -3.82  0.089
S: 1.62 3.43 -3.58  -0.020
N: -1.97 -0.52 -1.38  0.253
C: -2.62 -1.54 -1.03  0.004
C: -1.84 -2.83 -0.92  0.011
C: -1.91 -3.62 0.23  -0.002
C: -1.06 -4.70 0.39  0.001
C: -0.14 -5.02 -0.60  -0.002
C: -0.08 -4.25 -1.75  0.004
C: -0.92 -3.15 -1.91  -0.016
C: -4.07 -1.53 -0.70  -0.011
C: -4.73 -0.32 -0.50  -0.045
C: -6.08 -0.28 -0.24  0.013
C: -6.82 -1.46 -0.17  -0.011
C: -6.18 -2.67 -0.38  0.008
C: -4.82 -2.71 -0.65  -0.016
H: -2.63 -3.37 1.00  0.001
H: -1.10 -5.29 1.30  0.001
H: 0.52 -5.87 -0.47  0.000
H: 0.64 -4.49 -2.53  0.001
H: -0.83 -2.52 -2.78  -0.003
H: -4.16 0.60 -0.58  0.038
H: -6.58 0.67 -0.10  0.001
H: -7.88 -1.43 0.05  -0.001
H: -6.75 -3.59 -0.35  0.000
H: -4.34 -3.66 -0.83  -0.002
C: -0.19 -0.78 3.68  0.001
C: -0.93 0.53 3.36  -0.004
C: -0.83 0.89 1.87  0.015
C: 0.49 0.37 1.28  -0.006
C: 0.43 -1.16 1.26  0.032
C: -0.29 -1.73 2.49  -0.001
P: 0.73 1.08 -0.43  -0.093
C: 2.27 0.25 -1.08  0.025
C: 3.55 0.29 -0.23  0.003
C: 4.54 -0.82 -0.64  0.001
C: 4.49 -1.03 -2.15  0.001
C: 3.11 -1.58 -2.56  -0.001
C: 2.02 -1.19 -1.56  -0.012
C: 1.47 2.78 -0.06  -0.012
C: 0.46 3.93 0.01  0.021
C: 1.15 5.22 0.47  -0.005
C: 1.61 5.11 1.94  0.000
C: 1.84 3.64 2.32  0.001
C: 2.45 2.88 1.14  0.000
H: -0.60 -1.23 4.58  0.000
H: 0.87 -0.57 3.88  0.000
H: -0.52 1.34 3.97  -0.001
H: -1.99 0.42 3.63  0.000
H: -0.94 1.96 1.73  -0.032
H: -1.64 0.43 1.30  0.032
H: 1.32 0.70 1.91  0.000
H: 1.44 -1.58 1.21  -0.001
H: -0.10 -1.48 0.35  -0.018
H: 0.13 -2.71 2.75  0.000
H: -1.35 -1.89 2.27  -0.001
H: 2.44 0.85 -1.98  -0.006
H: 3.32 0.17 0.84  0.000
H: 4.04 1.26 -0.35  -0.001
H: 4.29 -1.76 -0.14  0.000
H: 5.55 -0.54 -0.32  0.000
H: 5.28 -1.72 -2.47  0.000
H: 4.67 -0.07 -2.65  0.000
H: 3.14 -2.67 -2.64  0.001
H: 2.83 -1.19 -3.55  -0.002
H: 2.04 -1.88 -0.71  0.001
H: 1.05 -1.27 -2.02  0.006
H: 2.04 2.95 -0.98  0.005
H: -0.37 3.71 0.69  -0.011
H: 0.02 4.10 -0.96  0.001
H: 0.47 6.06 0.34  0.001
H: 2.01 5.39 -0.19  0.000
H: 0.85 5.54 2.60  0.000
H: 2.53 5.68 2.08  0.000
H: 0.90 3.17 2.60  0.000
H: 2.50 3.58 3.19  0.000
H: 2.77 1.90 1.48  0.003
H: 3.35 3.41 0.82  -0.001

=====

Question: Which value of total charge does entry 1 give?
Answer: 0

=====

Question: What is the total charge in the first record?
Answer: 0